{
  "formula": "C13H35BN5O3",
  "method": "ωB97M-V with the def2-TZVPD basis set",
  "species": ["C", "C", "N", "C", "C", "C", "C", "N", "C", "N", "N", "B", "N", "O", "H", "H", "H", "H", "H", "H", "H", "H", "H", "H", "H", "H", "H", "H", "H", "H", "H", "H", "H", "C", "C", "C", "O", "H", "H", "H", "H", "H", "H", "H", "H", "C", "C", "C", "O", "H", "H", "H", "H", "H", "H", "H", "H"],
  "xyz": [[1.6499, 0.6495, -0.1957], [1.4517, 1.7136, -1.0653], [0.1379, 2.2914, -1.4174], [-0.6138, 1.4713, -2.4346], [-1.0442, 0.0721, -1.9198], [-0.5011, -1.1295, -2.7562], [-0.6107, -0.9725, -4.3065], [0.6032, -1.3203, -5.0480], [1.7229, -0.5336, -4.6992], [2.5362, -0.9667, -3.8131], [1.9743, 0.7165, -5.3787], [0.4111, 3.7153, -1.9388], [1.3504, 4.6027, -1.2174], [-0.1680, 4.2089, -3.1245], [2.0545, -0.2767, -0.6346], [1.4698, 0.7597, 0.8899], [2.3309, 2.1880, -1.5277], [-0.4577, 2.3377, -0.5759], [-0.0324, 1.4668, -3.3659], [-1.5402, 2.0320, -2.6555], [-0.7605, -0.1068, -0.8636], [-2.1495, 0.0300, -1.9320], [-1.1291, -1.9986, -2.4817], [0.5123, -1.3621, -2.3956], [-0.9274, 0.0326, -4.6435], [-1.4001, -1.6575, -4.6633], [0.8111, -2.3072, -5.0269], [3.3011, -0.3102, -3.6693], [2.9634, 0.9217, -5.3291], [1.5010, 1.4953, -4.9343], [0.9768, 5.5486, -1.2770], [2.1810, 4.6517, -1.8154], [-1.1241, 4.2563, -3.0202], [-0.2752, 1.1970, 5.2686], [0.1247, 0.6496, 3.9095], [1.4229, -0.1392, 3.9905], [0.2750, 1.7324, 2.9797], [0.4895, 1.8795, 5.6517], [-1.2027, 1.7664, 5.1941], [-0.4171, 0.3927, 5.9911], [-0.6703, 0.0078, 3.5254], [2.2439, 0.4984, 4.3315], [1.7041, -0.5216, 3.0056], [1.3303, -0.9822, 4.6765], [0.9730, 2.3084, 3.3080], [-2.3793, -2.9942, 1.9497], [-1.5864, -3.0157, 3.2481], [-1.4807, -4.4253, 3.8083], [-2.2112, -2.1620, 4.2069], [-3.4002, -3.3490, 2.1135], [-2.4539, -1.9750, 1.5631], [-1.9112, -3.6232, 1.1896], [-0.5849, -2.6152, 3.0728], [-2.4723, -4.8273, 4.0336], [-0.9170, -4.4246, 4.7423], [-0.9864, -5.0959, 3.1031], [-3.0955, -2.5012, 4.3737]],
  "forces_ev_per_angstrom": [[-0.497, 1.282, -0.537], [0.901, -1.709, 0.330], [0.340, 1.479, 1.303], [-0.863, -0.813, -0.033], [-0.148, -0.432, -0.359], [-0.615, 0.123, 0.457], [-0.216, -0.411, -0.141], [-0.054, 1.005, -0.276], [1.186, -0.057, 0.712], [-0.268, -0.282, -0.243], [-0.748, -0.405, 0.060], [0.308, 2.749, -0.974], [-0.611, -1.331, -0.834], [0.204, -0.946, 2.206], [1.648, 0.910, 0.729], [-1.699, -0.842, -0.674], [-0.725, -1.006, -1.304], [0.157, 0.027, 0.042], [-0.003, -0.138, 0.500], [0.563, -0.015, 0.133], [-0.025, 0.355, -0.446], [0.476, 0.164, -0.026], [0.392, 0.356, 0.006], [-0.172, 0.132, -0.616], [0.124, -0.298, 0.325], [0.310, 0.400, 0.092], [0.189, 0.033, 0.367], [0.073, -0.092, -0.089], [0.040, -0.050, -0.001], [-0.270, 0.001, -0.292], [0.032, -0.005, -0.017], [0.297, -0.006, 0.506], [-0.389, -0.173, -0.720], [-0.202, 0.077, -0.007], [0.369, 0.064, 0.482], [0.010, -0.065, -0.201], [-0.128, -0.106, -0.560], [0.079, -0.102, -0.006], [-0.015, -0.085, -0.010], [0.006, 0.020, -0.022], [-0.026, 0.145, -0.101], [-0.063, 0.000, 0.108], [-0.046, -0.072, 0.040], [0.019, 0.023, -0.012], [-0.007, 0.039, 0.127], [0.088, 0.181, -0.169], [-0.566, -0.398, 0.033], [0.207, -0.029, 0.107], [0.402, 0.318, -0.065], [0.057, -0.100, 0.029], [0.049, -0.011, 0.015], [-0.043, -0.016, 0.016], [-0.045, 0.123, 0.128], [-0.020, 0.019, -0.123], [0.034, 0.022, -0.059], [-0.036, -0.013, 0.025], [-0.061, -0.040, 0.041]],
  "total_charge": 1,
  "homo_energy_ev": -11.98,
  "e_lumo_ev": -4.251,
  "orbital_gap_ha": 0.284
}

{
  "formula": "C6H14N2Si",
  "method": "ωB97M-V with the def2-TZVPD basis set",
  "species": ["C", "C", "C", "C", "C", "C", "N", "N", "Si", "H", "H", "H", "H", "H", "H", "H", "H", "H", "H", "H", "H", "H", "H"],
  "xyz": [[2.4431, 0.3049, -1.6141], [-1.3137, -1.9498, 1.5706], [1.8486, -0.3155, -0.5759], [-0.4071, -0.9958, 1.4149], [-0.2711, 2.6735, 2.1631], [-0.7551, -1.5935, -2.4140], [0.2376, 2.6655, 0.7956], [-1.0592, -0.4799, -1.4145], [0.0755, -0.0141, -0.1426], [3.4971, 0.0571, -1.9540], [1.8864, 1.1305, -1.9314], [-1.4695, -2.6228, 2.2962], [-2.0951, -1.7697, 0.8709], [2.5084, -1.0697, -0.0715], [0.3129, -0.8316, 2.2330], [-1.0066, 1.9661, 2.3744], [0.5221, 2.3505, 2.8540], [-0.5804, 3.7055, 2.4131], [-1.2742, -2.5480, -2.1933], [-0.8698, -1.3185, -3.3672], [0.2857, -1.7590, -2.2191], [-0.4800, 2.8593, 0.0229], [-2.0356, -0.4448, -1.1111]],
  "forces_ev_per_angstrom": [[1.024, -1.235, 1.481], [-0.313, 3.324, -2.959], [1.630, -1.120, -0.278], [2.216, 0.427, 0.837], [1.920, 1.430, -0.718], [0.214, -0.310, 5.079], [-0.529, 0.507, -0.445], [0.167, -0.907, -0.462], [-1.678, -1.008, -0.018], [-1.560, 0.565, 0.354], [-0.273, 1.239, -1.531], [-0.240, -2.061, 2.878], [-0.849, -1.130, -0.878], [-0.983, 0.411, -0.205], [0.117, -0.337, -0.211], [-2.005, -1.018, -0.148], [0.191, 0.511, -0.337], [-0.180, -0.480, 0.157], [0.028, 0.617, -0.047], [-0.728, 1.186, -3.647], [0.671, -0.483, -0.384], [0.669, -0.176, 1.832], [0.493, 0.049, -0.348]],
  "s2": 2.0100,
  "spin_multiplicity": 3,
  "homo_energy_ev": [-5.95, -8.99],
  "e_lumo_ev": [0.977, -1.156],
  "orbital_gap_ha": [0.255, 0.288],
  "relative_energy_kcal_mol": 37.44
}

{
  "formula": "C31H24N7O3SSeTl",
  "method": "ωB97M-V with the def2-TZVPD basis set",
  "species": ["Tl", "C", "C", "C", "C", "N", "C", "N", "C", "N", "C", "N", "C", "C", "C", "C", "C", "N", "C", "C", "C", "C", "C", "C", "H", "H", "H", "H", "H", "H", "H", "H", "H", "H", "H", "H", "C", "O", "C", "C", "C", "C", "C", "C", "O", "C", "O", "C", "H", "H", "H", "H", "H", "H", "H", "H", "H", "Se", "C", "N", "S", "C", "C", "N", "C", "H", "H", "H"],
  "xyz": [[-0.4598, 0.7689, -0.5434], [-3.9297, 1.2283, 2.3021], [-3.7823, 0.1833, 3.2168], [-3.1144, -0.9549, 2.8356], [-2.5659, -1.0467, 1.5402], [-2.6726, -0.0186, 0.6814], [-3.3603, 1.0698, 1.0601], [-2.0637, -2.2627, 1.1545], [-1.1989, -2.5485, 0.2417], [-0.2620, -1.7742, -0.4069], [0.4290, -2.6014, -1.2755], [1.4124, -2.3499, -2.0599], [1.8701, -1.1184, -2.4731], [3.2448, -0.9750, -2.7439], [3.7065, 0.2063, -3.2723], [2.7987, 1.2242, -3.5633], [1.4773, 1.0128, -3.2342], [1.0139, -0.1132, -2.6765], [-0.0713, -3.9973, -1.1493], [0.2856, -5.1684, -1.7861], [-0.4110, -6.3229, -1.4395], [-1.4351, -6.2882, -0.4952], [-1.7880, -5.0982, 0.1353], [-1.0810, -3.9644, -0.2107], [-4.4672, 2.1341, 2.5509], [-4.2103, 0.2621, 4.2096], [-3.0132, -1.8112, 3.4894], [-3.4443, 1.8533, 0.3124], [3.9045, -1.8052, -2.5279], [4.7650, 0.3422, -3.4638], [3.1113, 2.1537, -4.0198], [0.7336, 1.7844, -3.4104], [1.0794, -5.1793, -2.5231], [-0.1527, -7.2644, -1.9089], [-1.9633, -7.2016, -0.2487], [-2.5836, -5.0458, 0.8680], [4.9790, 5.0429, 2.4832], [4.1010, 4.7013, 3.5509], [3.3238, 3.6161, 3.3941], [2.4744, 3.3027, 4.4599], [1.6515, 2.2074, 4.3652], [1.6091, 1.4009, 3.2187], [0.5964, 0.3252, 3.1184], [0.1023, -0.3287, 4.3816], [0.1569, -0.0405, 2.0385], [2.4842, 1.7230, 2.1663], [2.5650, 1.0781, 0.9690], [3.3349, 2.8182, 2.2623], [5.5225, 5.9213, 2.8148], [4.4196, 5.2771, 1.5750], [5.6842, 4.2341, 2.2800], [2.4764, 3.9381, 5.3360], [0.9804, 1.9864, 5.1866], [0.9085, -0.4484, 5.1052], [-0.3301, -1.2945, 4.1299], [-0.6864, 0.2840, 4.8302], [3.9840, 3.0187, 1.4209], [2.5686, -0.7337, 0.8275], [4.4063, -0.8030, 0.6053], [5.5499, -0.9020, 0.4878], [0.9935, 5.7230, 1.1075], [0.3093, 5.6136, -0.4588], [-0.5056, 4.5329, -0.5292], [-0.5990, 3.7865, 0.6246], [0.1336, 4.2993, 1.5622], [0.5379, 6.3406, -1.2230], [-1.0723, 4.2326, -1.4005], [0.2215, 3.8969, 2.5646]],
  "forces_ev_per_angstrom": [[-0.130, -0.107, -0.170], [-0.026, 0.044, 0.053], [0.032, -0.010, -0.010], [0.030, -0.036, 0.024], [0.011, 0.120, -0.214], [-0.149, -0.114, 0.146], [0.140, -0.103, -0.065], [-0.137, -0.097, -0.021], [0.156, 0.219, 0.126], [-0.305, -0.185, -0.234], [-0.055, 0.272, 0.305], [0.265, -0.161, -0.305], [-0.114, 0.051, 0.228], [-0.051, -0.058, -0.019], [0.073, -0.047, 0.009], [-0.079, 0.067, 0.029], [0.065, -0.065, -0.020], [0.117, 0.020, -0.300], [-0.058, 0.052, 0.076], [0.073, -0.041, -0.043], [0.051, 0.020, -0.031], [-0.048, 0.027, 0.066], [-0.015, 0.002, 0.018], [0.039, 0.049, 0.015], [0.015, -0.053, -0.022], [0.016, -0.026, -0.020], [-0.024, 0.027, -0.001], [0.065, 0.008, 0.048], [-0.013, 0.026, -0.019], [-0.049, -0.038, -0.023], [-0.004, -0.014, 0.037], [0.020, 0.029, 0.017], [-0.031, 0.003, 0.031], [-0.025, 0.021, -0.001], [0.024, 0.021, -0.017], [0.023, -0.029, -0.017], [-0.003, -0.013, 0.046], [0.124, 0.125, -0.060], [-0.089, -0.069, 0.058], [-0.029, 0.106, 0.080], [-0.014, -0.019, -0.025], [0.076, -0.085, -0.288], [-0.033, -0.079, -0.088], [-0.061, 0.056, 0.072], [0.193, 0.050, 0.179], [-0.047, 0.076, 0.389], [-0.289, -0.142, -0.229], [0.074, -0.050, -0.177], [-0.003, 0.023, 0.006], [-0.021, 0.002, 0.010], [-0.009, 0.007, 0.024], [0.016, -0.041, -0.022], [0.051, -0.025, -0.025], [-0.048, 0.012, 0.015], [0.007, 0.032, -0.045], [0.065, -0.024, -0.008], [-0.036, -0.044, 0.052], [0.086, 0.150, 0.263], [0.268, -0.085, 0.009], [-0.207, 0.057, -0.031], [-0.048, -0.124, 0.041], [0.076, 0.103, 0.008], [-0.012, -0.098, 0.150], [-0.068, 0.145, 0.061], [0.071, 0.160, -0.114], [-0.046, -0.079, 0.033], [0.061, -0.005, 0.047], [-0.006, -0.013, -0.105]],
  "homo_energy_ev": -7.54,
  "e_lumo_ev": -0.436,
  "orbital_gap_ha": 0.261,
  "relative_energy_kcal_mol": 24.03
}

{
  "formula": "CFN4S",
  "method": "ωB97M-V with the def2-TZVPD basis set",
  "species": ["C", "N", "N", "N", "N", "F", "S"],
  "xyz": [[0.4497, -0.3575, 0.0333], [-0.5206, -1.2084, -0.0913], [-1.6374, -0.4267, -0.0249], [-1.2751, 0.7788, 0.0661], [0.0126, 0.8806, 0.1144], [2.5925, 0.9671, -0.0557], [2.1777, -0.7091, -0.0251]],
  "forces_ev_per_angstrom": [[0.550, 0.249, -0.334], [-0.866, -1.633, 0.159], [-0.335, -2.257, -0.485], [-1.520, 1.684, 0.303], [2.040, 1.862, 0.330], [0.177, -2.242, -0.022], [-0.047, 2.337, 0.050]],
  "total_charge": -1,
  "homo_energy_ev": -4.66,
  "e_lumo_ev": 3.371,
  "orbital_gap_ha": 0.295,
  "relative_energy_kcal_mol": 8.70
}